No. 1
{
  "formula": "C26H45AlClNPS",
  "method": "wB97M-V/def2-TZVPD",
  "elements": ["Al", "P", "Cl", "C", "H", "H", "C", "C", "C", "H", "C", "H", "H", "C", "H", "H", "C", "H", "H", "C", "H", "H", "H", "H", "C", "C", "H", "C", "H", "H", "C", "H", "H", "C", "H", "H", "C", "H", "H", "H", "H", "C", "H", "C", "H", "H", "C", "H", "H", "C", "H", "H", "C", "H", "H", "H", "H", "C", "C", "H", "C", "H", "C", "H", "H", "C", "H", "H", "C", "H", "H", "H", "H", "S", "C", "N"],
  "positions_angstrom": [[1.10997, 1.30242, 0.39549], [0.05611, 0.79339, -2.35617], [0.94840, 3.39533, 0.45139], [-0.30439, 0.21261, -0.71570], [-0.16757, -0.86943, -0.62782], [-1.32265, 0.48834, -0.40764], [1.88757, 1.08020, -2.47700], [-0.78147, 2.42225, -2.56350], [2.37778, 0.93786, -3.93655], [2.01131, 2.14482, -2.19807], [3.87528, 1.24213, -4.06250], [2.18320, -0.08133, -4.30296], [1.82230, 1.61555, -4.60421], [4.72679, 0.43274, -3.07738], [4.19331, 1.03952, -5.09234], [4.03217, 2.31493, -3.88387], [4.21931, 0.55928, -1.63941], [4.71944, -0.62400, -3.37412], [5.76699, 0.77036, -3.13210], [2.72148, 0.24148, -1.48647], [4.79957, -0.09437, -0.97430], [4.38643, 1.58907, -1.29041], [2.54501, -0.83049, -1.66912], [2.49065, 0.42823, -0.36893], [-0.60575, -0.39568, -3.58735], [-2.30558, 2.25757, -2.69224], [-0.56379, 2.92972, -1.60468], [-3.01300, 3.61869, -2.71102], [-2.54529, 1.70909, -3.61692], [-2.70421, 1.65499, -1.86321], [-2.42012, 4.59981, -3.73029], [-4.07719, 3.46478, -2.92325], [-2.94647, 4.06114, -1.70793], [-0.88852, 4.67980, -3.68388], [-2.73430, 4.30445, -4.74036], [-2.83506, 5.59918, -3.55586], [-0.20508, 3.30692, -3.68209], [-0.51983, 5.25994, -4.53830], [-0.58426, 5.21685, -2.77410], [-0.34172, 2.81918, -4.66044], [0.87765, 3.45157, -3.55210], [0.12439, -1.74246, -3.51480], [-1.64206, -0.54610, -3.22816], [-0.59579, -2.79666, -4.36083], [1.15895, -1.63455, -3.87424], [0.18335, -2.09128, -2.47544], [-0.79789, -2.34523, -5.81400], [-0.02337, -3.73198, -4.33430], [-1.57523, -3.00643, -3.90696], [-1.40508, -0.94006, -5.92125], [0.16986, -2.36215, -6.33349], [-1.44691, -3.06019, -6.33274], [-0.69213, 0.09788, -5.04438], [-1.38546, -0.59959, -6.96327], [-2.46009, -0.98274, -5.61697], [0.31976, 0.27769, -5.43762], [-1.22672, 1.05585, -5.10707], [-0.33135, -3.33940, -0.29097], [-1.57710, -2.82229, -0.52560], [0.41280, -3.42480, -1.08831], [-2.64044, -2.77850, 0.52400], [-1.86975, -2.46700, -1.51867], [-2.08534, -2.94792, 1.95186], [-3.21211, -1.84192, 0.45646], [-3.36909, -3.58650, 0.33869], [-1.04796, -4.06777, 2.02503], [-1.61346, -2.01359, 2.28980], [-2.90831, -3.15535, 2.64605], [0.11848, -3.83633, 1.04367], [-0.66151, -4.14885, 3.04717], [-1.53006, -5.02209, 1.77472], [0.82386, -3.12506, 1.50904], [0.68045, -4.77340, 0.91652], [0.44497, -1.34745, 4.02386], [0.76590, -0.35254, 2.84065], [1.01019, 0.40977, 1.93544]],
  "lowdin_charge": [-0.42, 1.03, 0.21, -0.27, 0.01, 0.04, -0.38, -0.38, -0.22, 0.09, -0.22, 0.09, 0.09, -0.23, 0.10, 0.10, -0.25, 0.10, 0.09, -0.29, 0.10, 0.09, 0.11, -0.01, -0.37, -0.20, 0.06, -0.20, 0.10, 0.10, -0.21, 0.11, 0.11, -0.20, 0.11, 0.10, -0.21, 0.11, 0.11, 0.10, 0.10, -0.21, 0.12, -0.20, 0.10, 0.06, -0.20, 0.11, 0.11, -0.20, 0.11, 0.10, -0.20, 0.11, 0.11, 0.10, 0.09, -0.11, -0.12, 0.09, -0.21, 0.08, -0.22, 0.10, 0.11, -0.22, 0.07, 0.11, -0.21, 0.09, 0.11, 0.09, 0.11, 0.56, -0.89, 0.01],
  "e_lumo_ev": [2.24, 2.27],
  "orbital_gap_ev": [2.2176, 2.1475],
  "total_charge": -1
}

No. 2
{
  "formula": "C26H45BIN11P2Ru",
  "method": "wB97M-V/def2-TZVPD",
  "elements": ["Ru", "C", "C", "C", "C", "P", "C", "N", "B", "N", "C", "P", "C", "C", "C", "C", "C", "C", "C", "C", "C", "C", "C", "C", "C", "C", "C", "C", "C", "C", "H", "H", "H", "H", "H", "H", "H", "H", "H", "H", "H", "H", "H", "H", "H", "H", "H", "H", "H", "H", "H", "H", "H", "H", "H", "H", "H", "H", "H", "H", "H", "H", "H", "H", "H", "H", "H", "H", "H", "H", "H", "H", "H", "H", "N", "C", "N", "N", "N", "N", "C", "N", "N", "N", "N", "H", "I"],
  "positions_angstrom": [[1.40477, 0.33438, -0.23780], [1.55655, 3.56755, -3.28459], [0.66398, 3.59645, -2.04059], [-0.43164, 4.65251, -2.23112], [1.51880, 3.96266, -0.81864], [-0.01943, 1.87936, -1.65466], [-1.52177, 2.28663, -0.62312], [-1.27987, 1.72051, 0.67221], [-0.21962, 0.82080, 0.99686], [-0.38549, 0.51407, 2.38601], [0.34193, -0.54683, 3.03398], [0.34222, -1.81575, 1.63411], [-1.42906, -2.50319, 1.85973], [-2.33945, -1.69846, 0.91677], [-1.95521, -2.34606, 3.29090], [-1.52809, -3.98589, 1.48430], [1.66667, -3.05943, 2.18137], [3.00057, -2.30309, 2.18044], [1.35648, -3.55188, 3.59729], [1.83022, -4.25661, 1.24054], [-1.47539, 1.21310, 2.87199], [-2.03080, 1.27321, 4.14205], [-3.17147, 2.04293, 4.32435], [-3.74115, 2.74896, 3.26793], [-3.18306, 2.71471, 1.99693], [-2.04371, 1.94854, 1.80716], [-0.77910, 1.06091, -3.16719], [-1.56753, -0.15025, -2.63393], [-1.70369, 1.98591, -3.95473], [0.33732, 0.53988, -4.07908], [2.14280, 4.48918, -3.31056], [0.97049, 3.52027, -4.20418], [2.26409, 2.74310, -3.25555], [0.01801, 5.51695, -2.72355], [-0.83223, 4.99912, -1.27813], [-1.25629, 4.30836, -2.85458], [1.78907, 5.02072, -0.86821], [2.43855, 3.37845, -0.81225], [0.98568, 3.79592, 0.12223], [-2.41779, 1.85520, -1.07642], [-1.66685, 3.36456, -0.55642], [-0.15284, -0.86530, 3.94747], [1.36114, -0.23960, 3.27392], [-2.44878, -0.66363, 1.24358], [-3.33604, -2.14802, 0.90352], [-1.94732, -1.71622, -0.10013], [-2.17829, -1.30753, 3.53510], [-1.27380, -2.75423, 4.03693], [-2.89299, -2.90158, 3.36474], [-1.16961, -4.18901, 0.48136], [-2.58112, -4.27614, 1.52286], [-0.99405, -4.61670, 2.19518], [3.04580, -1.52955, 2.94544], [3.18653, -1.84313, 1.20915], [3.81384, -3.00774, 2.37198], [1.18618, -2.72631, 4.28976], [2.21462, -4.12029, 3.96418], [0.49140, -4.21438, 3.61033], [2.26834, -3.95587, 0.28864], [0.90316, -4.78230, 1.03606], [2.52567, -4.96030, 1.70603], [-1.57808, 0.74483, 4.97201], [-3.62369, 2.09858, 5.30574], [-4.63151, 3.33898, 3.44158], [-3.62798, 3.27280, 1.18254], [-2.54852, 0.13219, -2.24918], [-1.01813, -0.65836, -1.83797], [-1.72244, -0.87018, -3.43937], [-2.48538, 2.42281, -3.32970], [-2.19288, 1.40039, -4.73686], [-1.14831, 2.78900, -4.43983], [0.98706, -0.15121, -3.54379], [0.95364, 1.33683, -4.48928], [-0.10858, -0.00698, -4.91312], [2.89805, -1.85968, -2.93994], [3.37944, -0.59606, -2.72178], [4.33664, -0.02734, -3.43175], [4.46100, 1.20363, -2.91966], [3.62432, 1.37887, -1.95690], [2.90953, 0.24173, -1.78682], [1.85780, -2.37150, -2.22819], [1.26381, -3.53400, -2.49195], [0.32696, -3.65847, -1.56380], [0.33491, -2.62857, -0.78490], [1.30395, -1.77616, -1.16309], [3.31471, -2.40934, -3.67175], [3.06236, 1.36760, 1.56977]],
  "mulliken_spin": [3.03, 0.01, -0.02, 0.01, 0.03, 0.08, 0.00, 0.00, -0.05, 0.05, 0.01, 0.12, 0.12, 0.05, 0.01, 0.01, 0.07, 0.07, 0.01, 0.01, 0.02, 0.00, 0.01, 0.01, 0.00, 0.01, -0.04, 0.03, 0.00, 0.01, 0.00, 0.00, 0.00, 0.00, 0.00, 0.00, 0.00, -0.01, 0.00, 0.00, 0.00, 0.02, -0.05, 0.00, 0.00, 0.00, 0.00, 0.00, 0.00, 0.00, 0.00, 0.00, 0.00, -0.02, 0.00, 0.00, 0.00, 0.00, 0.00, 0.00, 0.00, 0.00, 0.00, 0.00, 0.00, 0.00, -0.01, 0.00, 0.00, 0.00, 0.00, 0.00, 0.00, 0.00, 0.02, 0.02, 0.00, 0.02, -0.01, 0.04, 0.03, 0.01, 0.03, 0.03, -0.02, 0.00, 0.26],
  "e_lumo_ev": [-0.09, -2.20],
  "orbital_gap_ev": [7.9188, 6.0226],
  "spin_multiplicity": 5
}

No. 3
{
  "formula": "C26H45BrN7O2PS",
  "method": "wB97M-V/def2-TZVPD",
  "elements": ["H", "N", "C", "N", "N", "C", "C", "C", "C", "C", "C", "N", "C", "Br", "C", "C", "C", "C", "N", "C", "C", "C", "C", "O", "C", "C", "O", "P", "S", "H", "H", "H", "H", "H", "H", "H", "H", "H", "H", "H", "H", "H", "H", "H", "H", "H", "H", "H", "H", "H", "H", "H", "H", "H", "H", "H", "H", "H", "H", "C", "C", "C", "C", "N", "H", "H", "H", "H", "H", "H", "H", "C", "C", "C", "C", "N", "H", "H", "H", "H", "H", "H", "H"],
  "positions_angstrom": [[5.64206, -2.93522, -4.65660], [5.49820, -3.48330, -3.81413], [4.26465, -3.58475, -3.54097], [3.87807, -4.34958, -2.41244], [3.20821, -3.04579, -4.30219], [3.35115, -1.64529, -4.71959], [3.40917, -0.62664, -3.57262], [2.07326, 0.10071, -3.29336], [1.28967, -0.53615, -2.12931], [0.53900, 0.43646, -1.20216], [1.53313, 1.40369, -0.68732], [2.26630, 2.17988, -0.25236], [0.02723, -0.31047, 0.06684], [-1.10400, -1.83890, -0.42935], [1.12267, -0.81433, 1.00779], [0.45430, -1.46317, 2.24336], [-0.56792, 1.29829, -1.94804], [0.06502, 2.42663, -2.64623], [0.50322, 3.29045, -3.27059], [-1.39187, 0.50971, -2.98971], [-2.40224, 1.33921, -3.80095], [-3.88622, 1.00155, -3.59131], [-4.21519, -0.48872, -3.54643], [-4.94192, -0.75480, -2.33749], [-5.40017, -2.02155, -2.20416], [-5.41632, -2.47594, -0.77168], [-5.74633, -2.70360, -3.13382], [-1.71482, 2.14760, -0.73506], [-3.16200, 1.15188, 0.07373], [4.30792, -3.95615, -1.58428], [2.87457, -4.34011, -2.28318], [2.32943, -3.15088, -3.81212], [2.51856, -1.43243, -5.38999], [4.24427, -1.55092, -5.33393], [4.14655, 0.13152, -3.83551], [3.77816, -1.10120, -2.66254], [1.48376, 0.05355, -4.20976], [2.29520, 1.15014, -3.11303], [0.55847, -1.23136, -2.53729], [1.97754, -1.13635, -1.53952], [-0.61546, 0.32471, 0.67091], [1.73581, -1.57864, 0.53713], [1.70430, 0.02769, 1.37421], [-0.47856, -0.95837, 2.48977], [1.12339, -1.32798, 3.08495], [0.29981, -2.52948, 2.11111], [-1.86794, -0.30617, -2.45251], [-0.68927, 0.06170, -3.68711], [-2.18429, 1.19384, -4.85868], [-2.26560, 2.40797, -3.63361], [-4.42468, 1.42975, -4.43746], [-4.29639, 1.48772, -2.70789], [-3.32814, -1.12316, -3.57796], [-4.83878, -0.76745, -4.39393], [-5.44908, -1.63529, -0.08572], [-6.28736, -3.10813, -0.62451], [-4.51280, -3.06218, -0.61280], [-2.14956, 3.25558, -1.47432], [-0.81644, 2.67434, 0.20995], [1.74318, 1.65287, 6.89763], [1.50995, 0.14767, 6.87528], [2.61108, -0.61698, 6.12789], [2.70016, -0.19277, 4.73118], [2.76932, 0.15653, 3.63739], [1.74158, 2.07048, 5.88854], [0.95577, 2.15097, 7.46258], [2.69985, 1.89980, 7.36196], [0.54446, -0.06668, 6.41438], [1.46419, -0.23429, 7.89593], [2.40960, -1.68898, 6.14418], [3.58528, -0.45314, 6.59200], [-2.00578, 3.82045, 3.68750], [-0.62935, 3.16632, 3.66981], [-0.69927, 1.64680, 3.48221], [-1.43229, 0.99925, 4.56914], [-1.98064, 0.49094, 5.44292], [-2.60609, 3.45853, 4.52324], [-1.91572, 4.90186, 3.78850], [-2.55274, 3.61194, 2.76505], [-0.10097, 3.39052, 4.59838], [-0.03199, 3.58234, 2.85587], [0.30575, 1.21856, 3.45554], [-1.19785, 1.40358, 2.53914]],
  "lowdin_charge": [0.04, 0.13, -0.57, 0.10, 0.02, -0.20, -0.16, -0.17, -0.16, -0.42, -0.22, 0.23, -0.62, 0.81, -0.27, -0.13, -0.49, -0.29, 0.22, -0.19, -0.18, -0.16, -0.16, -0.04, -0.53, 0.03, 0.11, 0.47, 0.24, 0.09, 0.07, 0.10, 0.11, 0.10, 0.11, 0.11, 0.10, 0.10, 0.08, 0.11, 0.01, 0.11, 0.07, 0.06, 0.03, 0.06, 0.04, 0.11, 0.12, 0.09, 0.11, 0.09, 0.12, 0.12, 0.08, 0.09, 0.09, 0.01, 0.00, -0.10, -0.25, -0.17, -0.21, 0.18, 0.06, 0.08, 0.08, 0.08, 0.11, 0.12, 0.12, -0.10, -0.25, -0.20, -0.23, 0.16, 0.07, 0.07, 0.07, 0.10, 0.11, 0.09, 0.07],
  "e_lumo_ev": 0.07,
  "smiles": "[H]/N=C(/N)NCCCC[C@](C#N)([C@@H](Br)CC)[C@@](C#N)(CCCCOC(C)=O)[PH2]=S.CCCC#N.CCCC#N",
  "orbital_gap_ev": 9.4829
}